{
  "formula": "C26H27BrF5IMnNO4Si2",
  "method": "wB97M-V/def2-TZVPD",
  "molar_mass_g_mol": 830.413,
  "largest_force_ev_per_a": 5.22,
  "orbital_gap_ev": [4.7189, 6.4734],
  "energy_ev": -175890.14951,
  "multiplicity": 6,
  "relative_energy_kcal_mol": 0.0,
  "homo_energy_ha": [-0.1342, -0.1973],
  "total_charge": -1,
  "elements": ["Si", "F", "O", "C", "Br", "Mn", "C", "H", "O", "H", "H", "H", "H", "H", "H", "F", "C", "C", "H", "C", "H", "C", "H", "C", "H", "C", "H", "C", "O", "H", "C", "H", "H", "H", "C", "C", "H", "H", "H", "H", "C", "H", "C", "O", "C", "C", "C", "H", "F", "F", "C", "C", "C", "H", "Si", "H", "C", "F", "I", "C", "C", "H", "C", "H", "N", "C", "C", "H"],
  "xyz": [[3.20357, 0.68510, 0.05275], [1.17960, 2.47432, -2.33448], [-3.40141, 1.22559, -2.61271], [-2.34022, -5.05300, 0.52473], [-0.96961, -5.39412, -0.73848], [-0.26976, 0.75138, -0.08490], [-4.39451, 1.56398, 0.18509], [4.97116, 0.61050, -1.74216], [-1.44046, 0.61974, -1.72980], [1.71316, -3.40967, -0.69646], [2.88468, 3.07982, 0.78653], [2.81843, -1.31526, -4.27857], [-0.43648, 0.40139, 4.40932], [-5.13952, -4.46598, 3.08709], [2.85935, 0.31980, -3.65016], [0.09032, 6.15153, 1.53300], [0.94954, 5.64346, -0.61441], [1.21846, 4.69763, -1.59408], [1.98092, 1.98421, 1.81812], [0.87905, 3.37035, -1.36551], [1.44002, -0.91108, 0.33634], [1.57843, -0.17874, -0.48425], [3.71844, 2.16641, 2.02924], [4.35051, 1.38684, -1.30886], [-0.34027, -0.61843, -3.38069], [2.96372, -0.72310, -3.38100], [3.34395, -2.94373, -1.13876], [-4.18620, -5.89063, 1.80058], [-0.07927, 0.48782, 2.17705], [5.00989, 2.13649, -0.88098], [-2.64677, 1.04053, -1.67284], [-3.64862, -2.61682, 2.44413], [5.20184, -0.23493, 1.32355], [-5.18191, 1.68549, -0.54003], [-3.61495, 1.46248, 2.45759], [2.92192, 2.11939, 1.29214], [3.70618, -0.96077, 1.89429], [3.97860, -0.88633, -3.04037], [-0.67919, -2.05666, -2.44733], [-3.74978, 1.54460, 3.52345], [4.23945, -0.62953, 1.00736], [-5.61198, 1.96679, 1.92142], [-3.10403, 1.26930, -0.23147], [-1.32143, 0.59765, 4.07183], [0.07971, -1.55978, -3.04129], [0.28708, 2.89984, -0.19546], [-4.62747, 1.69382, 1.56862], [3.79094, 1.85270, -2.11076], [-0.50339, 3.54550, 1.93650], [1.31628, 6.92869, -0.79056], [-1.20230, 0.74353, 2.72333], [-3.17721, -6.09861, 0.87849], [-2.32972, 1.11907, 1.97059], [-4.83414, -6.70710, 2.07986], [1.69452, -1.26979, -2.06246], [2.29680, -3.70984, -2.32111], [0.34343, 5.24115, 0.56708], [1.82908, 5.07895, -2.73509], [-1.16869, -2.12548, 0.57363], [-3.51831, -3.59432, 2.00612], [-4.35670, -4.63488, 2.36356], [4.42382, -1.50363, 0.39116], [-2.49430, -3.79068, 1.08813], [0.27352, -2.18048, -3.91285], [-2.10161, 1.09109, 0.61569], [0.03800, 3.89658, 0.74488], [2.32069, -3.00131, -1.49758], [-3.02487, -7.06882, 0.43223]],
  "mulliken_spin": [0.000, -0.023, 0.021, 0.008, 0.001, 4.647, 0.004, 0.000, 0.098, -0.003, 0.003, 0.000, -0.001, 0.000, 0.000, 0.002, 0.008, -0.003, -0.003, -0.202, -0.024, -0.016, 0.001, 0.004, 0.001, 0.001, 0.000, -0.003, 0.014, 0.000, 0.013, 0.004, -0.001, 0.000, 0.000, 0.017, 0.000, 0.000, -0.001, 0.004, 0.001, 0.003, 0.065, 0.012, 0.019, 0.402, 0.028, 0.000, -0.011, 0.000, 0.017, 0.005, 0.089, 0.000, -0.022, 0.000, -0.010, 0.002, 0.038, -0.018, 0.004, 0.001, 0.075, -0.001, -0.062, -0.215, 0.004, 0.000]
}

=====

{
  "formula": "C26H27BrN7O3ReS2",
  "method": "wB97M-V/def2-TZVPD",
  "molar_mass_g_mol": 815.793,
  "largest_force_ev_per_a": 0.62,
  "orbital_gap_ev": [6.9090, 4.8148],
  "energy_ev": -137792.37029,
  "multiplicity": 4,
  "relative_energy_kcal_mol": 23.2,
  "homo_energy_ha": [-0.5625, -0.5625],
  "total_charge": 3,
  "elements": ["Br", "Re", "C", "N", "C", "C", "H", "H", "H", "C", "O", "H", "C", "C", "H", "C", "C", "O", "H", "C", "C", "H", "C", "C", "H", "C", "H", "C", "H", "H", "C", "H", "H", "H", "C", "C", "H", "N", "C", "C", "C", "H", "S", "C", "N", "H", "H", "C", "N", "H", "H", "N", "H", "C", "H", "H", "N", "H", "H", "C", "S", "C", "O", "H", "N", "C", "H"],
  "xyz": [[7.16149, 1.90161, 0.46782], [0.52300, -0.09875, 1.40943], [-0.07707, -2.93803, -3.40791], [-0.03900, 0.39130, 3.41018], [-0.41511, 2.68712, 6.17363], [-0.53148, 0.23240, 5.57644], [-1.56697, -1.37117, -3.82734], [-0.43997, -1.54500, 4.28744], [1.27176, 4.91778, 1.08039], [-4.40102, -2.10585, 1.82688], [-1.30089, 0.31850, 0.78751], [-3.63816, 1.02451, 0.74074], [-2.04344, -1.75431, 1.57588], [1.31780, 5.13220, -1.92953], [2.45979, -1.73220, 3.29062], [0.49240, 5.20454, -0.81110], [-0.36375, -0.48329, 4.43804], [1.18141, 1.92743, 1.14854], [3.74231, -1.73785, 2.03875], [-0.01705, 1.61087, 3.95685], [2.58071, 2.00506, 1.00003], [1.63156, 5.74442, -3.96972], [-3.57222, -0.00009, 1.07604], [4.56525, 2.95688, 0.08569], [-5.23030, -2.74806, 2.09227], [3.22790, -1.14684, 2.79366], [-5.63802, -0.39642, 1.33073], [0.56033, -1.49233, -1.71512], [-0.78135, -0.07658, 6.57700], [5.05016, 3.72074, -0.50661], [3.18358, 3.00195, 0.25173], [0.29049, 3.45769, 5.87624], [-0.46414, 7.08808, -3.98582], [0.78219, 2.74283, 0.64280], [-3.10767, -2.58253, 1.91383], [0.98885, 5.79733, -3.10212], [-1.88238, 7.23122, -1.99435], [-0.73184, -1.25658, -1.88836], [-0.98853, 6.62355, -1.96055], [-4.63706, -0.79633, 1.40333], [2.32702, 3.97705, -0.43487], [5.28039, 0.11727, 1.80978], [1.64620, -0.63493, -0.66139], [3.31556, 0.96419, 1.53312], [0.98538, -2.44306, -2.51544], [3.92095, -0.74116, 3.52606], [-0.16721, 2.34712, 7.17471], [5.30244, 1.93797, 0.66964], [2.44859, 4.34385, -1.65038], [-0.26625, -3.99089, -3.21093], [0.21917, -2.81899, -4.44718], [-2.32304, -0.50068, 1.16955], [-2.89798, -3.59072, 2.24370], [-0.66925, 5.95285, -0.78872], [-2.13744, -2.61710, -2.70419], [-1.42866, 3.08047, 6.16172], [1.11886, 4.41665, 0.20648], [-1.29403, 6.03367, 0.09110], [-1.16665, -0.42533, -1.52230], [-1.27308, -2.03851, -3.01969], [-0.37071, -2.25192, 1.59902], [4.68471, 0.91676, 1.39390], [2.53411, -0.03436, 2.14927], [1.93451, -2.78384, -2.51723], [-0.30887, 1.54852, 5.25215], [-0.17712, 6.54284, -3.09742], [0.21352, 2.52677, 3.44100]],
  "mulliken_spin": [0.001, 2.573, 0.001, 0.043, 0.000, -0.003, 0.000, -0.005, 0.000, 0.004, 0.060, 0.000, 0.029, -0.001, -0.002, 0.001, 0.023, 0.043, 0.001, 0.011, 0.008, 0.000, 0.003, 0.003, 0.000, 0.011, 0.001, 0.026, 0.000, 0.000, 0.011, 0.000, 0.000, -0.011, 0.014, 0.000, 0.000, 0.007, 0.000, 0.007, -0.003, 0.000, 0.034, -0.019, 0.008, -0.001, 0.000, 0.003, 0.001, 0.000, 0.001, 0.035, 0.001, 0.000, 0.000, 0.000, 0.001, 0.000, 0.000, -0.001, 0.060, -0.001, 0.004, 0.001, 0.012, 0.000, 0.003]
}

=====

{
  "formula": "C26H27Cl2N3O6Pb",
  "method": "wB97M-V/def2-TZVPD",
  "molar_mass_g_mol": 755.623,
  "largest_force_ev_per_a": 0.81,
  "orbital_gap_ev": 7.9564,
  "energy_ev": -74446.28538,
  "relative_energy_kcal_mol": 0.0,
  "homo_energy_ha": -0.2983,
  "elements": ["H", "C", "C", "H", "C", "H", "H", "H", "C", "N", "C", "C", "Pb", "C", "H", "H", "H", "C", "C", "H", "C", "C", "H", "H", "O", "O", "C", "C", "H", "C", "C", "H", "O", "C", "H", "Cl", "H", "O", "N", "H", "C", "C", "H", "H", "C", "H", "C", "Cl", "H", "H", "H", "H", "C", "N", "H", "H", "O", "C", "C", "C", "H", "O", "C", "C", "H"],
  "xyz": [[2.17282, -0.90556, 3.46087], [-0.42140, 2.77871, -1.95183], [3.47633, -0.96581, -1.62311], [0.04806, -1.39678, 4.51175], [2.29897, -1.01015, -3.73100], [-0.14536, 3.74474, -2.41381], [1.41581, -1.62059, -3.54510], [4.43917, -1.28441, -3.54008], [-0.30670, -0.36787, 4.45949], [0.43832, -2.86622, -1.02913], [-3.15950, -3.43927, 2.65291], [3.95062, 0.38211, 1.86063], [0.23894, -0.10439, 0.01549], [0.51180, 0.45210, 3.49529], [2.43621, -0.90527, -4.80680], [-1.70804, 3.71087, -4.00972], [-0.23951, 0.05553, 5.46467], [2.14537, 0.32536, -3.02954], [1.78350, 0.04421, 3.10350], [-3.03811, -0.67365, 0.69524], [-3.42378, 0.58193, -2.55613], [-1.63291, 2.19327, -2.47981], [4.42229, -0.48662, -1.36163], [0.12635, -2.82895, 2.19794], [0.42556, -3.96871, -1.52681], [0.31334, 2.32176, -1.08508], [-2.18989, 2.82659, -3.60678], [0.78957, 2.48209, 2.18822], [-0.97677, 1.98460, 3.29803], [-2.24146, 1.04496, -1.90216], [2.06048, 2.04812, 1.81790], [2.65759, 2.66357, 1.15215], [-1.81814, 0.45220, -0.84202], [-2.71322, -1.50346, 1.31149], [4.27174, 0.87475, 0.94249], [-4.22565, -0.80456, -1.89719], [0.80926, 4.16769, 0.85231], [-0.17920, -1.88979, -1.58078], [-1.39791, -1.67692, 1.43710], [3.98598, -0.69737, 1.70354], [0.02045, 1.66300, 3.01054], [-3.31870, 2.33534, -4.19208], [-3.85750, -4.12285, 3.11782], [-1.38444, -4.45114, 3.32284], [-3.62866, -2.36006, 1.91262], [0.35418, 4.55725, 2.51643], [-3.94358, 1.19866, -3.66199], [-4.00660, 3.10905, -5.59146], [-1.36192, -0.37775, 4.17910], [3.51373, -2.67989, -2.98398], [-4.84102, 0.81037, -4.12528], [2.86209, 1.06140, -3.40928], [2.56930, 0.83170, 2.26175], [-6.17203, -1.94848, 1.64923], [-0.79597, 3.74369, 1.45553], [3.21497, -1.68183, -0.84967], [1.11874, -2.60179, 0.00715], [-0.95005, -2.71445, 2.14727], [-1.79407, -3.61862, 2.76783], [3.52869, -1.59240, -3.02506], [1.14247, 0.74565, -3.08384], [2.43929, 0.04146, -1.65260], [-5.04191, -2.12562, 1.75893], [0.25971, 3.81270, 1.72256], [4.67235, 0.62585, 2.64317]],
  "mulliken_charge": [0.337, -0.533, -0.356, 0.336, -0.458, 0.257, 0.122, 0.322, -1.695, 1.097, -0.304, -1.633, 1.763, 0.987, 0.455, 0.409, 0.477, -0.139, -0.495, 0.614, 0.608, 1.297, 0.329, 0.518, -0.695, -0.577, -1.054, 0.984, 0.396, -0.621, -0.612, 0.191, -0.466, -0.399, 0.302, -0.191, 0.348, -0.601, 0.524, 0.354, -0.576, 0.157, 0.506, 0.463, 0.177, 0.454, -0.621, -0.234, 0.305, 0.304, 0.464, 0.327, 0.759, -0.497, 0.337, 0.231, -0.618, -0.475, -0.989, -0.756, -0.078, -0.240, -0.187, -1.819, 0.412]
}

=====

{
  "formula": "C26H27Cl3InN8O5",
  "method": "wB97M-V/def2-TZVPD",
  "molar_mass_g_mol": 752.730,
  "largest_force_ev_per_a": 0.19,
  "orbital_gap_ev": 7.8573,
  "energy_ev": -92288.41678,
  "relative_energy_kcal_mol": 33.4,
  "homo_energy_ha": -0.4369,
  "total_charge": 1,
  "elements": ["C", "C", "In", "H", "H", "H", "Cl", "H", "Cl", "C", "H", "C", "N", "H", "H", "N", "H", "O", "N", "H", "N", "C", "O", "C", "H", "C", "C", "C", "C", "C", "C", "C", "O", "H", "C", "C", "H", "C", "C", "N", "C", "H", "C", "N", "H", "C", "O", "N", "O", "H", "H", "C", "C", "C", "H", "H", "C", "H", "C", "H", "H", "N", "H", "H", "H", "H", "C", "Cl", "H", "H"],
  "xyz": [[3.21032, 0.07980, -1.09675], [-2.25718, 1.65574, -1.91884], [0.09358, 0.06732, -0.62626], [2.14477, -5.03698, -1.29629], [-2.65688, -0.47917, -2.00118], [-0.07183, -2.54655, -3.06807], [-4.19032, 4.18669, 3.81502], [-2.32257, 3.80438, -1.75520], [-4.14996, 1.74776, 2.17736], [-0.57892, 2.18133, 1.83346], [5.26185, 0.03863, -1.73778], [7.93318, 2.95332, -2.57726], [8.50123, 3.75053, -1.67845], [-5.98916, 3.05349, 2.82387], [-1.37983, 3.83347, 2.95893], [1.70517, -1.76331, -0.80852], [-1.01554, 0.67132, -6.70125], [-0.00551, -1.03083, 1.73232], [3.51271, -3.58785, -1.82595], [-3.86875, 3.07249, -2.22137], [2.22969, 0.80834, -0.56118], [3.68205, 2.65541, -0.30855], [-1.22506, -1.59491, -0.16928], [7.84219, 3.96779, -0.54499], [0.03343, 1.89500, -5.96986], [4.69516, 1.95526, -0.95764], [2.45545, 2.04351, -0.11083], [-0.00215, -1.59134, -3.55856], [-0.58834, 3.49215, 2.30382], [2.89133, -1.36330, -1.27469], [-0.05677, 0.84055, -6.21644], [1.43422, -3.06081, -0.80875], [-1.04929, -3.16373, 1.59648], [4.73423, -1.98497, -2.21767], [2.35707, -3.97562, -1.30852], [-2.98310, 2.95153, -1.59541], [0.47650, -3.37388, -0.41466], [6.60212, 3.41417, -0.26181], [6.01484, 2.57832, -1.20404], [0.19804, -0.42259, -2.85832], [3.78149, -2.28771, -1.80301], [0.74976, 0.55911, -6.88980], [-5.07642, 2.73997, 3.31464], [0.01973, 0.06406, -4.98739], [6.12729, 3.61283, 0.69013], [-3.14617, 0.44385, -1.68360], [-1.07638, 1.62701, -1.13977], [0.38998, 1.76616, 1.03809], [-2.36961, -1.21988, 1.88073], [8.32832, 4.61284, 0.17732], [6.28397, 1.71716, -3.16694], [6.70286, 2.34186, -2.38846], [4.45808, 0.63053, -1.32574], [0.19737, 0.54958, -3.75246], [0.29352, 1.60020, -3.52994], [8.48540, 2.79549, -3.49625], [1.35347, 2.62394, 0.70045], [-0.28080, -1.92641, -5.73888], [-0.11417, -1.30017, -4.88031], [-1.35588, 1.47463, 2.09310], [-3.29462, 2.94918, -0.54898], [0.34564, 4.36431, 1.95409], [-5.27897, 2.14299, 4.19495], [-1.99768, 1.67097, -2.99126], [2.07024, 4.65543, 0.87191], [-4.07846, 0.53881, -2.24285], [1.31602, 3.93202, 1.15588], [-1.18933, -1.77852, 1.33484], [-3.39331, 0.35264, -0.62311], [3.85945, 3.66094, 0.04398]],
  "mulliken_charge": [0.454, 0.892, 1.817, 0.433, 0.153, 0.573, -0.161, 0.358, -0.018, 0.039, 0.718, -0.406, -0.575, 0.297, 0.262, 0.229, 0.357, -0.598, -0.597, 0.430, -0.354, -0.655, -0.677, -0.438, 0.311, 0.606, 0.237, -0.598, -0.489, 0.039, -0.903, -0.383, -0.638, 0.405, -0.495, -1.363, 0.455, -0.514, 0.254, 0.237, -0.222, 0.360, -0.440, 0.091, 0.477, -1.135, -0.483, 0.023, -0.580, 0.376, 0.479, -0.518, -0.590, -0.562, 0.605, 0.373, 0.090, 0.480, -0.909, 0.488, 0.180, -0.590, 0.325, -0.119, 0.438, 0.527, -0.359, 1.815, 0.127, 0.555]
}